(1)
A structure of composition C18H30Cl6Mg3O12. Source: OMol25; level of theory: ωB97M-V/def2-TZVPD.

Calculated values
HOMO level in Ha: -0.370
Molar mass in g mol⁻¹: 724.1
Gap between HOMO and LUMO in eV: 10.10
Net charge: 0

Element x y z (Å)
1 Cl 4.653 -2.784 -2.768
2 Cl 1.159 5.117 -4.487
3 Cl -1.074 -3.740 -1.303
4 Cl 1.359 1.885 -5.493
5 Cl 4.226 -1.104 1.174
6 Cl 1.070 -2.034 -3.494
7 Mg -2.404 0.093 1.816
8 Mg -1.161 3.221 0.887
9 Mg -0.499 -2.989 0.868
10 O -0.496 5.106 0.858
11 O -3.077 3.092 0.460
12 O -1.192 3.002 2.851
13 O -2.258 -3.292 1.571
14 O -3.902 1.126 1.117
15 O 0.478 -4.615 1.443
16 O -0.959 1.131 0.618
17 O -3.324 -1.534 2.422
18 O -0.809 -1.010 0.744
19 O 0.053 3.644 -0.661
20 O -1.704 0.908 3.444
21 O 1.497 -2.820 0.760
22 C -1.284 2.079 3.703
23 C 2.138 3.813 -3.753
24 C -0.311 0.094 0.323
25 C -3.195 -2.766 2.251
26 C 1.578 -3.998 1.260
27 C 1.407 2.505 -3.821
28 C 0.167 4.835 -0.184
29 C 0.363 -3.655 -3.616
30 C -0.848 2.383 5.105
31 C 4.956 -1.641 -0.346
32 C -4.031 2.302 0.661
33 C -4.163 -3.665 2.948
34 C 3.912 -2.279 -1.222
35 C 2.892 -4.572 1.624
36 C -5.415 2.755 0.283
37 C -1.041 -3.701 -3.085
38 C 1.204 5.766 -0.693
39 C 0.991 0.154 -0.378
40 H 0.402 2.594 -3.413
41 H -5.519 3.830 0.370
42 H -1.626 -2.850 -3.423
43 H 3.094 -1.606 -1.459
44 H 0.039 3.015 5.101
45 H -1.544 -4.606 -3.419
46 H -3.870 -3.674 3.998
47 H 1.915 1.752 -3.214
48 H 1.021 -4.324 -3.065
49 H 2.179 5.399 -0.371
50 H 1.049 -0.667 -1.095
51 H 3.689 -3.910 1.291
52 H -5.178 -3.304 2.824
53 H -1.630 2.939 5.625
54 H 2.983 -4.677 2.705
55 H 0.372 -3.976 -4.656
56 H -0.629 1.483 5.674
57 H -4.069 -4.678 2.565
58 H 1.798 0.050 0.344
59 H 1.051 1.095 -0.923
60 H 5.753 -2.347 -0.131
61 H 1.159 5.931 -1.763
62 H 1.086 6.715 -0.165
63 H 3.484 -3.174 -0.777
64 H 5.394 -0.790 -0.866
65 H -5.617 2.421 -0.735
66 H -6.144 2.262 0.926
67 H 2.313 4.087 -2.716
68 H 3.018 -5.560 1.183
69 H 3.072 3.761 -4.303

How positive or negative is each atom? The Mulliken charges in e answer that:
1 Cl -0.20
2 Cl -0.20
3 Cl 0.02
4 Cl -0.21
5 Cl -0.13
6 Cl -0.10
7 Mg 0.81
8 Mg 1.28
9 Mg 0.80
10 O -0.61
11 O -0.62
12 O -0.53
13 O -0.71
14 O -0.61
15 O -0.70
16 O -0.49
17 O -0.43
18 O -0.80
19 O -0.64
20 O -0.61
21 O -0.13
22 C 0.52
23 C -0.25
24 C 0.68
25 C 0.83
26 C 1.13
27 C -0.03
28 C 1.26
29 C -0.47
30 C -1.26
31 C -0.60
32 C 0.65
33 C -1.14
34 C 0.55
35 C -1.06
36 C -1.25
37 C -0.60
38 C -1.12
39 C 0.07
40 H 0.18
41 H 0.35
42 H 0.33
43 H -0.26
44 H 0.36
45 H 0.38
46 H 0.28
47 H 0.03
48 H 0.26
49 H 0.25
50 H -0.28
51 H 0.17
52 H 0.34
53 H 0.29
54 H 0.31
55 H 0.38
56 H 0.34
57 H 0.32
58 H 0.16
59 H 0.00
60 H 0.37
61 H 0.21
62 H 0.36
63 H -0.09
64 H 0.39
65 H 0.28
66 H 0.36
67 H 0.09
68 H 0.32
69 H 0.41


(2)
A structure of composition C37H60CsN4P2. Source: OMol25; level of theory: ωB97M-V/def2-TZVPD.

Calculated values
HOMO level in Ha: -0.376
Molar mass in g mol⁻¹: 755.8
Gap between HOMO and LUMO in eV: 7.98
Net charge: +1

Element x y z (Å)
1 Cs 0.333 0.207 -0.541
2 P -2.859 3.092 0.347
3 P 0.044 -3.240 -0.043
4 N -1.079 3.027 0.607
5 N 0.033 -5.612 1.413
6 N 1.270 -5.652 -0.709
7 N -1.187 -5.644 -0.718
8 C 1.054 3.791 -3.924
9 C 1.336 4.025 0.423
10 C -1.153 -6.063 0.684
11 C -3.390 1.803 1.645
12 C -4.344 2.574 2.571
13 C -2.161 3.298 -2.262
14 C 1.868 1.978 2.762
15 C 1.222 -6.070 0.693
16 C 0.320 5.457 3.080
17 C 0.042 -6.101 -1.367
18 C 2.188 3.070 -1.753
19 C -4.141 0.590 1.092
20 C 0.037 -4.160 1.576
21 C 3.061 1.760 1.834
22 C -4.542 2.820 -1.749
23 C -0.668 3.883 1.634
24 C 2.127 2.998 -0.339
25 C -0.159 4.261 0.365
26 C -2.233 1.269 2.497
27 C 3.738 1.200 -0.447
28 C 4.737 0.357 -2.605
29 C 2.918 2.036 0.326
30 C -2.858 0.976 -1.767
31 C 1.435 -4.204 -0.825
32 C 3.017 2.215 -2.464
33 C -0.647 4.394 2.861
34 C 2.268 5.458 -2.487
35 C 1.979 4.854 1.269
36 C 1.448 4.164 -2.496
37 C 4.304 2.461 2.399
38 C -1.344 -4.196 -0.836
39 C -0.706 5.541 -0.229
40 C 5.717 1.150 -3.468
41 C 1.431 5.685 2.338
42 C 3.940 -0.633 -3.455
43 C 3.817 1.270 -1.824
44 C -3.093 2.444 -1.396
45 H -3.868 3.462 2.992
46 H 0.039 -7.192 -1.363
47 H 0.564 2.816 -3.977
48 H 1.916 3.770 -4.593
49 H -4.595 0.061 1.935
50 H 2.377 -3.908 -0.357
51 H 3.286 -1.256 -2.839
52 H 0.047 -5.763 -2.405
53 H -2.775 0.894 -2.854
54 H 2.497 5.787 -1.472
55 H -5.274 2.325 -1.109
56 H 1.232 -7.160 0.719
57 H -1.408 -3.923 -1.892
58 H -0.842 -3.855 2.149
59 H -1.265 4.046 3.679
60 H -1.111 3.041 -2.102
61 H 4.536 2.067 3.390
62 H 3.318 -0.104 -4.182
63 H 3.212 5.307 -3.016
64 H 4.605 -1.297 -4.008
65 H 5.194 1.696 -4.257
66 H -2.287 -3.894 -0.374
67 H -0.106 6.370 0.148
68 H 5.313 -0.214 -1.871
69 H 3.061 4.874 1.196
70 H -4.659 1.927 3.395
71 H -0.674 5.575 -1.316
72 H 1.724 6.259 -2.991
73 H -4.946 0.851 0.406
74 H -3.672 0.328 -1.455
75 H 1.712 3.025 3.007
76 H 0.175 6.078 3.956
77 H 5.177 2.315 1.764
78 H -2.046 -5.695 1.191
79 H 6.280 1.872 -2.876
80 H -4.702 3.895 -1.667
81 H -1.168 -7.153 0.710
82 H 3.277 0.688 1.879
83 H 0.912 -3.860 2.157
84 H 0.528 4.348 -1.951
85 H 2.055 1.446 3.697
86 H 4.363 0.477 0.070
87 H -4.753 2.521 -2.780
88 H 4.132 3.532 2.504
89 H -1.458 0.776 1.907
90 H 2.114 -5.707 1.207
91 H -3.474 -0.112 0.593
92 H 1.508 -3.932 -1.881
93 H -2.390 3.122 -3.317
94 H 2.077 6.486 2.676
95 H -1.736 5.698 0.092
96 H -2.284 4.363 -2.066
97 H -1.738 2.040 3.082
98 H 6.429 0.480 -3.952
99 H 0.362 4.535 -4.322
100 H -5.237 2.906 2.038
101 H 0.923 1.599 2.360
102 H 3.078 2.315 -3.540
103 H -2.638 0.535 3.198
104 H -1.942 0.584 -1.343

Atomic partial charges in e from the Mulliken method, atoms 1 to 99:
1 Cs 1.65
2 P -0.55
3 P 0.85
4 N 0.51
5 N 0.09
6 N 0.13
7 N 0.11
8 C -2.04
9 C 0.32
10 C -0.92
11 C 2.20
12 C -1.77
13 C -2.04
14 C -1.50
15 C -0.93
16 C -0.70
17 C -0.94
18 C 0.54
19 C -1.89
20 C -1.07
21 C 0.30
22 C -1.86
23 C -0.25
24 C 0.97
25 C 0.20
26 C -1.75
27 C -0.67
28 C -0.01
29 C 0.32
30 C -0.78
31 C -1.04
32 C -0.37
33 C -0.75
34 C -1.56
35 C 0.18
36 C 2.10
37 C -1.51
38 C -1.03
39 C -1.70
40 C -1.48
41 C -1.70
42 C -1.28
43 C 0.19
44 C 2.36
45 H 0.35
46 H 0.30
47 H 0.36
48 H 0.56
49 H 0.58
50 H 0.43
51 H 0.20
52 H 0.39
53 H 0.44
54 H 0.31
55 H 0.34
56 H 0.30
57 H 0.40
58 H 0.44
59 H 0.44
60 H 0.20
61 H 0.43
62 H 0.26
63 H 0.36
64 H 0.45
65 H 0.29
66 H 0.43
67 H 0.37
68 H 0.37
69 H 0.75
70 H 0.44
71 H 0.24
72 H 0.42
73 H 0.28
74 H 0.43
75 H 0.20
76 H 0.44
77 H 0.35
78 H 0.40
79 H 0.35
80 H 0.45
81 H 0.30
82 H 0.61
83 H 0.42
84 H -1.55
85 H 0.68
86 H 0.43
87 H 0.47
88 H 0.30
89 H 0.16
90 H 0.39
91 H 0.25
92 H 0.43
93 H 0.74
94 H 0.46
95 H 0.47
96 H 0.29
97 H 0.20
98 H 0.46
99 H 0.38


(3)
A structure of composition C32H31IrO12P3. Source: OMol25; level of theory: ωB97M-V/def2-TZVPD.

Calculated values
HOMO level (spin up / spin down) in Ha: -0.262 / -0.256
Molar mass in g mol⁻¹: 892.7
Gap between HOMO and LUMO (spin up / spin down) in eV: 7.50 / 7.32
Multiplicity: 2
Net charge: 0

Element x y z (Å)
1 Ir -0.310 -0.864 -0.846
2 P 2.112 -1.626 1.216
3 P -0.916 2.150 -0.647
4 P 2.000 -2.352 -1.545
5 O 4.110 -2.936 -0.102
6 O -1.252 0.788 -0.001
7 O 0.518 -2.658 -1.570
8 O 2.377 -0.903 -1.672
9 O -2.036 2.143 2.054
10 O 2.953 -0.353 0.867
11 O 2.481 -1.978 2.704
12 O -2.250 -1.818 0.568
13 O -0.593 0.502 2.524
14 O 0.635 -1.533 1.047
15 O 0.063 -1.181 3.833
16 O 2.729 -3.246 -2.640
17 C 0.613 2.797 0.023
18 C 3.015 2.810 -0.134
19 C -1.033 0.871 -3.198
20 C -3.631 -2.992 1.978
21 C 0.686 3.516 1.217
22 C -4.625 4.812 -0.610
23 C -0.711 2.025 -2.425
24 C 3.082 3.552 1.036
25 C -1.662 -0.006 -5.391
26 C -1.806 0.975 1.914
27 C -2.298 4.544 -0.071
28 C -0.602 3.408 -4.404
29 C -1.249 1.074 -4.588
30 C -1.017 2.346 -5.162
31 C -4.455 -1.892 1.263
32 C -0.769 -0.677 3.119
33 C -3.526 2.730 -1.077
34 C -0.485 3.251 -3.019
35 C 1.921 3.904 1.709
36 C 1.784 2.435 -0.646
37 C -2.342 3.243 -0.550
38 C -3.351 -0.920 0.814
39 C -1.807 -1.248 -4.833
40 C -3.441 5.329 -0.108
41 C -1.073 -0.446 -2.635
42 C 2.155 -4.298 0.490
43 C 2.695 -2.934 0.084
44 C -4.667 3.512 -1.096
45 C -2.152 -1.222 2.847
46 C -1.489 -1.468 -3.485
47 C -2.873 -0.123 2.055
48 C -2.216 -2.410 1.875
49 H 1.757 -1.680 3.302
50 H 2.446 -5.040 -0.254
51 H 2.556 -4.594 1.462
52 H 1.068 -4.272 0.550
53 H -2.608 -1.493 3.798
54 H -3.692 -3.938 1.444
55 H -4.975 -2.290 0.394
56 H -2.128 -2.083 -5.446
57 H -3.546 1.726 -1.489
58 H -3.691 0.368 2.577
59 H -3.406 6.345 0.262
60 H 1.977 4.464 2.633
61 H -0.215 3.725 1.778
62 H -0.405 4.372 -4.855
63 H -1.378 4.952 0.326
64 H -1.518 -2.482 -3.108
65 H 3.677 -3.063 -2.657
66 H -3.936 -3.158 3.010
67 H -5.189 -1.414 1.911
68 H 1.735 1.849 -1.557
69 H -1.841 0.163 -6.446
70 H 3.920 2.513 -0.647
71 H -1.162 2.460 -6.230
72 H 4.045 3.844 1.434
73 H -5.587 3.111 -1.501
74 H -0.253 4.120 -2.412
75 H -3.561 -0.342 -0.079
76 H 4.536 -3.215 0.717
77 H -1.384 -3.106 1.936
78 H -5.516 5.426 -0.631
79 H 2.881 -0.241 -0.121

How positive or negative is each atom? The Mulliken charges in e answer that:
1 Ir 3.72
2 P 0.19
3 P 1.38
4 P 0.62
5 O -0.66
6 O -1.38
7 O -1.00
8 O -0.74
9 O -0.70
10 O -0.57
11 O -0.64
12 O -0.59
13 O -0.25
14 O -0.81
15 O -0.85
16 O -0.62
17 C 0.72
18 C -0.71
19 C 0.70
20 C -1.05
21 C -0.12
22 C -0.58
23 C 0.50
24 C -0.58
25 C -1.01
26 C 0.63
27 C -0.41
28 C -1.13
29 C 1.06
30 C -0.84
31 C -0.88
32 C -0.25
33 C -0.67
34 C -0.84
35 C -1.14
36 C -0.71
37 C 1.40
38 C -0.12
39 C -0.92
40 C -0.83
41 C -0.53
42 C -1.77
43 C 1.30
44 C -0.88
45 C 0.23
46 C -0.53
47 C -0.32
48 C -0.28
49 H 0.49
50 H 0.39
51 H 0.43
52 H 0.27
53 H 0.64
54 H 0.35
55 H 0.36
56 H 0.41
57 H 0.30
58 H 0.54
59 H 0.45
60 H 0.43
61 H 0.52
62 H 0.44
63 H 0.39
64 H 0.51
65 H 0.38
66 H 0.40
67 H 0.37
68 H 0.30
69 H 0.38
70 H 0.45
71 H 0.39
72 H 0.41
73 H 0.45
74 H 0.43
75 H 0.52
76 H 0.40
77 H 0.75
78 H 0.39
79 H 0.52


For the records above, the corresponding energy above the lowest of the compared OMol25 structures with the same formula, charge and spin values read 0.000; 3.270; 1.183 eV.